26
Properties=species:S:1:pos:R:3:lowdin_spin:R:1 method="wB97M-V/def2-TZVPD" largest_force_ev_per_a=2.77 spin_multiplicity=3 s_squared=2.01 homo_ev="-12.091 / -12.091" total_charge=+1 de_lowest_ev=0.0000
Ni -4.18559 0.49245 -1.15309 1.70
Cl -3.36451 -0.43797 0.66934 0.22
C -0.33205 1.28100 -2.15270 0.00
C -1.28212 0.12608 -2.21845 0.01
O -2.53184 0.29552 -2.18632 0.05
N -0.73428 -1.06289 -2.38078 0.01
C -1.51767 -2.27569 -2.17712 0.00
H 0.55129 1.09473 -2.76163 0.00
H -0.00611 1.56395 -1.14709 0.00
H -0.84694 2.15338 -2.55912 0.00
H 0.25000 -1.14472 -2.56979 0.00
H -2.31002 -2.34712 -2.92719 0.00
H -2.06487 -2.25092 -1.23519 0.00
H -0.89241 -3.15764 -2.24885 0.00
C -0.29031 0.11165 2.20078 0.00
C 1.04036 0.71032 1.77435 0.00
O 1.14218 1.32635 0.71733 0.00
N 2.08574 0.44922 2.57936 0.00
C 3.48278 0.79896 2.44511 0.00
H -0.80440 0.82287 2.84036 0.00
H -0.07548 -0.86168 2.64639 0.00
H -0.84874 -0.12600 1.30297 0.00
H 1.93292 -0.22551 3.31095 0.00
H 3.84699 1.27449 3.35503 0.00
H 3.66613 1.47873 1.61681 0.00
H 4.08895 -0.08958 2.25854 0.00